Entry 1:
{
  "formula": "C2H9N3O",
  "method": "wB97M-V/def2-TZVPD",
  "energy_ha": -321.0806,
  "multiplicity": 1,
  "fmax_ev_per_a": 1.57,
  "smiles": "[H]/N=C/N.NCO",
  "relative_energy_kcal_mol": 32.12,
  "lumo_energy_ev": 0.77,
  "mol_weight_g_mol": 91.11,
  "homo_ev": -9.82,
  "gap_ev": 10.58,
  "elements": ["H", "N", "C", "N", "H", "H", "H", "N", "C", "O", "H", "H", "H", "H", "H"],
  "positions_angstrom": [[-1.462, -0.756, 0.346], [-1.796, -0.694, 1.303], [-0.799, -0.665, 2.072], [-0.971, -0.801, 3.464], [0.248, -0.441, 1.866], [-0.255, -0.253, 3.936], [-1.811, -0.300, 3.753], [0.404, 1.507, -2.242], [1.334, 0.422, -2.272], [1.150, -0.559, -1.228], [-0.462, 1.291, -2.723], [0.139, 1.795, -1.312], [2.327, 0.826, -2.090], [1.259, -0.070, -3.227], [0.696, -1.302, -1.646]],
  "forces_ev_per_a": [[-0.104, 0.463, -0.201], [0.278, -0.632, -0.550], [-0.195, 0.447, 1.473], [0.053, 1.551, 0.226], [0.104, -0.535, -0.799], [0.340, -0.518, -0.007], [-0.425, -0.757, -0.195], [-0.676, 0.086, -0.416], [-0.011, 0.206, 1.095], [-0.261, -0.167, -0.542], [0.098, -0.083, -0.002], [0.348, 0.008, 0.204], [0.169, -0.089, -0.186], [0.250, -0.007, -0.473], [0.031, 0.028, 0.372]],
  "mulliken_charge": [0.31, -0.68, 0.11, -0.55, 0.28, 0.28, 0.25, -0.55, -0.30, -0.50, 0.24, 0.24, 0.23, 0.36, 0.29]
}


Entry 2:
{
  "formula": "C2H9N3O",
  "method": "wB97M-V/def2-TZVPD",
  "energy_ha": -320.8964,
  "multiplicity": 1,
  "fmax_ev_per_a": 3.56,
  "relative_energy_kcal_mol": 147.65,
  "lumo_energy_ev": [1.13, 0.73],
  "mol_weight_g_mol": 91.11,
  "homo_ev": [-8.25, -6.83],
  "gap_ev": [9.38, 7.56],
  "elements": ["C", "C", "N", "N", "N", "O", "H", "H", "H", "H", "H", "H", "H", "H", "H"],
  "positions_angstrom": [[1.393, -0.453, -2.289], [-1.018, 0.351, 2.680], [-0.068, -0.110, -2.186], [0.054, 0.189, 1.748], [-0.387, 0.661, -1.175], [-0.100, -0.640, 0.762], [1.957, -0.356, -1.327], [1.515, -1.502, -2.586], [1.913, 0.258, -3.149], [-1.106, -0.422, 3.512], [-0.999, 1.300, 3.281], [-2.098, 0.474, 2.289], [-0.698, -0.827, -2.524], [0.897, 0.674, 1.729], [-1.254, 0.403, -0.765]],
  "forces_ev_per_a": [[0.685, 1.704, -1.843], [-2.433, 1.066, 2.369], [1.767, -0.969, -0.282], [-2.296, -2.015, -0.989], [0.998, 1.215, 0.188], [0.207, 0.188, 1.057], [-0.923, 0.302, -0.754], [-0.206, 0.281, -0.201], [-1.182, -1.831, 2.267], [0.460, 0.393, -1.322], [0.868, -0.539, -0.717], [1.910, -0.659, -0.386], [0.039, -0.068, 0.286], [1.395, 1.238, 0.413], [-1.288, -0.304, -0.087]],
  "mulliken_charge": [-0.64, -0.72, 0.11, 0.07, -0.64, -0.44, 0.20, 0.30, 0.22, 0.25, 0.31, 0.24, 0.25, 0.24, 0.23]
}